(1)
A molecular structure, C5H10ClN, computed with the ωB97M-V functional and the def2-TZVPD basis.

Last column: Mulliken charge in e.
Cartesian coordinates (Å):
C (-2.269, 0.503, 0.410)  -0.4883
C (-0.985, 0.674, -0.333)  -0.6972
C (1.204, -0.168, -1.016)  -0.5628
C (2.107, -0.736, 0.012)  -0.3605
C (0.855, -0.468, 0.974)  -0.5908
H (-3.031, 1.341, 0.338)  0.3201
H (-2.215, 0.306, 1.483)  0.2850
H (-1.162, 0.891, -1.437)  0.3270
H (-0.469, 1.574, 0.028)  0.4153
H (1.069, -0.724, -1.931)  0.3151
H (1.337, 0.892, -1.318)  0.2817
H (3.028, -0.201, 0.272)  0.2566
H (2.340, -1.794, -0.178)  0.2292
H (0.537, -1.278, 1.676)  0.2522
H (0.772, 0.499, 1.502)  0.3088
N (-0.017, -0.410, -0.227)  -0.0903
Cl (-3.102, -0.901, -0.255)  -0.2012

Orbital gap: 9.84 eV
ΔE to the lowest compared entry with this formula, charge and spin: 144.7 kJ/mol
LUMO energy: 1.06 eV
DFT total energy: -19358.18971 eV
Total charge: 0



(2)
A molecular structure, C57H50NO2PRh, computed with the ωB97M-V functional and the def2-TZVPD basis.

Last column: Löwdin spin population.
Cartesian coordinates (Å):
Rh (-0.255, 0.200, -0.529)  1.2564
O (0.707, -0.618, -2.004)  0.1428
C (1.937, -1.206, -1.925)  0.0120
C (2.067, -2.046, -0.600)  0.0103
C (2.338, -1.177, 0.577)  0.0222
C (3.539, -1.268, 1.252)  0.0003
C (3.786, -0.456, 2.352)  0.0142
C (2.762, 0.399, 2.751)  -0.0004
C (1.573, 0.442, 2.049)  0.0143
C (0.482, 1.322, 2.582)  0.0036
C (-0.388, 2.097, 1.549)  0.0171
O (-1.161, 1.241, 0.803)  0.1252
C (0.431, 3.009, 0.629)  0.0169
C (-0.293, 3.873, -0.193)  0.0061
C (0.349, 4.751, -1.043)  -0.0002
C (1.734, 4.790, -1.088)  0.0027
C (2.461, 3.950, -0.266)  0.0002
C (1.819, 3.073, 0.593)  0.0098
C (-1.308, 2.985, 2.390)  0.0005
C (-0.849, 4.165, 2.962)  0.0005
C (-1.689, 4.933, 3.747)  0.0002
C (-2.996, 4.531, 3.972)  0.0001
C (-3.462, 3.363, 3.390)  0.0002
C (-2.622, 2.596, 2.604)  0.0007
N (1.358, -0.302, 0.937)  0.0251
C (3.082, -0.204, -2.019)  0.0067
C (4.402, -0.585, -1.800)  0.0007
C (5.435, 0.318, -1.979)  0.0014
C (5.160, 1.616, -2.374)  -0.0001
C (3.847, 2.010, -2.570)  0.0010
C (2.813, 1.106, -2.390)  0.0029
C (1.996, -2.200, -3.094)  0.0010
C (3.050, -2.301, -3.991)  0.0005
C (2.988, -3.194, -5.048)  0.0001
C (1.878, -4.000, -5.219)  0.0004
C (0.820, -3.901, -4.331)  0.0003
C (0.877, -3.006, -3.282)  0.0013
H (2.843, -2.804, -0.711)  0.0001
H (1.099, -2.545, -0.473)  0.0084
H (4.281, -1.982, 0.923)  -0.0003
H (4.726, -0.492, 2.883)  0.0012
H (2.881, 1.031, 3.621)  -0.0001
H (0.908, 2.035, 3.293)  -0.0001
H (-0.224, 0.684, 3.125)  0.0007
H (-1.372, 3.838, -0.155)  0.0001
H (-0.227, 5.415, -1.673)  -0.0001
H (2.241, 5.470, -1.759)  0.0002
H (3.543, 3.971, -0.290)  0.0000
H (2.422, 2.439, 1.225)  0.0001
H (0.167, 4.486, 2.781)  0.0002
H (-1.324, 5.852, 4.185)  0.0000
H (-3.650, 5.130, 4.593)  0.0000
H (-4.485, 3.049, 3.549)  0.0000
H (-2.964, 1.691, 2.126)  0.0003
H (4.624, -1.602, -1.514)  0.0000
H (6.457, -0.001, -1.824)  0.0002
H (5.970, 2.316, -2.537)  0.0000
H (3.621, 3.022, -2.876)  0.0001
H (1.784, 1.402, -2.552)  0.0027
H (3.923, -1.675, -3.884)  0.0000
H (3.815, -3.254, -5.741)  0.0000
H (1.839, -4.703, -6.040)  0.0000
H (-0.054, -4.523, -4.459)  0.0000
H (0.037, -2.894, -2.614)  0.0007
C (-3.520, -5.708, 3.642)  0.0269
C (-4.112, -4.748, 2.835)  -0.0005
C (-3.343, -3.769, 2.235)  0.0305
C (-1.964, -3.728, 2.434)  0.0590
C (-1.380, -4.703, 3.244)  0.0357
C (-2.147, -5.688, 3.833)  0.0002
P (-0.906, -2.433, 1.707)  0.9219
C (-0.224, -2.026, 3.529)  0.2950
C (1.114, -2.119, 3.877)  0.0418
C (1.553, -1.616, 5.090)  0.0068
C (0.665, -0.988, 5.947)  0.0121
C (-0.670, -0.867, 5.587)  0.0085
C (-1.109, -1.377, 4.381)  0.0498
C (-1.659, -2.551, -0.075)  0.3080
C (-2.163, -3.771, -0.525)  0.0681
C (-2.816, -3.838, -1.739)  0.0043
C (-2.920, -2.694, -2.518)  0.0362
C (-2.325, -1.514, -2.108)  0.0276
C (-1.681, -1.412, -0.876)  0.2810
H (-4.124, -6.470, 4.117)  0.0019
H (-5.183, -4.766, 2.680)  -0.0006
H (-3.808, -3.024, 1.605)  0.0003
H (-0.311, -4.687, 3.394)  0.0036
H (-1.675, -6.445, 4.446)  -0.0006
H (1.812, -2.605, 3.210)  0.0064
H (2.596, -1.709, 5.365)  0.0012
H (1.011, -0.590, 6.891)  0.0009
H (-1.368, -0.368, 6.247)  0.0014
H (-2.148, -1.289, 4.088)  0.0067
H (-2.055, -4.663, 0.079)  0.0048
H (-3.235, -4.778, -2.080)  0.0008
H (-3.454, -2.731, -3.460)  0.0038
H (-2.364, -0.654, -2.760)  0.0028
C (-3.147, 3.973, -2.911)  0.0001
C (-2.425, 2.851, -3.667)  0.0010
C (-1.361, 3.454, -4.593)  0.0002
C (-3.436, 2.042, -4.491)  0.0009
C (-1.765, 1.980, -2.691)  0.0111
C (-1.202, 1.291, -1.877)  0.0289
H (-3.608, 4.681, -3.600)  0.0000
H (-2.436, 4.508, -2.287)  0.0000
H (-3.916, 3.551, -2.269)  0.0000
H (-1.821, 4.132, -5.314)  0.0000
H (-0.840, 2.667, -5.134)  0.0000
H (-0.631, 4.008, -4.005)  0.0000
H (-3.873, 2.667, -5.271)  0.0002
H (-4.232, 1.673, -3.848)  0.0001
H (-2.948, 1.188, -4.960)  0.0001

Orbital gap (spin up / spin down): 5.63 / 6.58 eV
⟨S²⟩: 6.021
ΔE to the lowest compared entry with this formula, charge and spin: 25.3 kJ/mol
LUMO energy (spin up / spin down): 2.48 / 1.56 eV
DFT total energy: -77798.73379 eV
Total charge: -1
Spin multiplicity: 5



(3)
A single C6H7NS molecule, computed with the ωB97M-V functional and the def2-TZVPD basis.

Last column: Mulliken charge in e.
Cartesian coordinates (Å):
C (-1.789, -0.123, -2.289)  -0.7903
C (-0.752, -0.110, -1.457)  0.4023
C (0.520, 0.669, -1.705)  -0.4080
N (1.340, 0.454, -0.578)  -0.0285
C (0.692, 0.042, 0.537)  -0.1351
S (1.041, -0.089, 2.223)  -0.3670
C (-0.681, -0.378, -0.068)  0.6353
C (-1.584, -0.577, 0.961)  -0.9553
H (-1.676, 0.169, -3.408)  0.2941
H (-2.634, -0.602, -1.565)  0.1334
H (1.135, 0.662, -2.881)  0.2979
H (0.179, 1.935, -1.720)  0.2008
H (2.306, 0.369, -0.558)  0.2158
H (-1.111, -0.770, 1.888)  0.2521
H (-2.674, -0.662, 0.853)  0.2525

Orbital gap: 8.03 eV
ΔE to the lowest compared entry with this formula, charge and spin: 395.7 kJ/mol
SMILES string: C=C1CNC(=S)C1=C
LUMO energy: -0.37 eV
DFT total energy: -18656.64752 eV
Total charge: 0



Repeat the third record exactly.
A single C6H7NS molecule, computed with the ωB97M-V functional and the def2-TZVPD basis.

Last column: Mulliken charge in e.
Cartesian coordinates (Å):
C (-1.789, -0.123, -2.289)  -0.7903
C (-0.752, -0.110, -1.457)  0.4023
C (0.520, 0.669, -1.705)  -0.4080
N (1.340, 0.454, -0.578)  -0.0285
C (0.692, 0.042, 0.537)  -0.1351
S (1.041, -0.089, 2.223)  -0.3670
C (-0.681, -0.378, -0.068)  0.6353
C (-1.584, -0.577, 0.961)  -0.9553
H (-1.676, 0.169, -3.408)  0.2941
H (-2.634, -0.602, -1.565)  0.1334
H (1.135, 0.662, -2.881)  0.2979
H (0.179, 1.935, -1.720)  0.2008
H (2.306, 0.369, -0.558)  0.2158
H (-1.111, -0.770, 1.888)  0.2521
H (-2.674, -0.662, 0.853)  0.2525

Orbital gap: 8.03 eV
ΔE to the lowest compared entry with this formula, charge and spin: 395.7 kJ/mol
SMILES string: C=C1CNC(=S)C1=C
LUMO energy: -0.37 eV
DFT total energy: -18656.64752 eV
Total charge: 0